Entry 1:
C7H12O | wB97M-V/def2-TZVPD

XYZ file:
```
20
Properties=species:S:1:pos:R:3:forces:R:3:lowdin_charge:R:1
C 0.5723 -2.3626 -0.0107 1.475 -1.806 0.203 -0.072
C -0.0291 -1.3207 -0.8417 -1.178 1.383 0.814 -0.374
C -0.8608 -1.4808 -1.8602 0.521 -0.452 -0.676 0.055
C 1.2143 0.7873 -0.8103 -0.591 -0.526 0.180 0.080
C 0.2119 0.0797 -0.2618 1.009 -1.190 -0.474 -0.277
C -0.6182 0.2858 0.9647 0.003 1.201 -1.013 -0.137
C -1.5334 1.2435 1.0134 -1.050 -0.045 0.317 -0.012
H 1.6157 -2.4767 -0.3733 -0.171 0.313 0.485 0.099
H 0.2262 -3.4016 -0.0913 -0.607 0.384 -0.252 0.085
H 0.6103 -2.1324 1.0562 0.053 0.154 -0.165 0.074
H -1.1123 -0.6453 -2.4947 -0.392 0.225 0.183 0.063
H -1.1658 -2.4633 -2.2200 0.158 0.109 0.145 0.064
H 1.5362 1.7836 -0.5548 0.018 -0.129 0.287 0.039
H 1.8081 0.2627 -1.5568 -0.253 0.348 -0.218 0.073
H -0.4655 -0.3728 1.8177 -0.019 0.030 -0.253 0.108
H -2.2017 1.3530 1.8603 0.206 -0.111 0.273 0.053
H -1.8176 1.9334 0.2154 0.582 -0.362 -0.128 0.071
H 0.5352 3.0665 0.5790 -0.301 0.159 0.638 0.029
H 0.5120 3.1003 2.1804 -0.025 -0.010 -0.852 0.055
O 0.9622 2.7603 1.3886 0.562 0.326 0.507 -0.078
```
Positions in Å, forces in eV/Å.

Results
Lowest unoccupied orbital energy   0.853 eV
E_HOMO   -9.2 eV
Kohn-Sham gap   0.369 hartree
SMILES string   C=CC(=C)C(=C)C.O

Entry 2:
C6H9N2O4P | wB97M-V/def2-TZVPD

XYZ file:
```
22
Properties=species:S:1:pos:R:3:forces:R:3:lowdin_charge:R:1
C -1.4097 -2.0222 0.3655 0.086 -0.065 0.005 -0.112
N -1.3785 -1.2704 -0.8876 -0.021 -0.027 -0.015 -0.119
C -1.6960 0.1398 -0.7353 -0.417 -0.387 0.427 -0.178
C -0.6887 0.8738 0.1001 0.607 0.310 -0.468 -0.098
C 0.6443 1.0435 -0.0298 -0.569 -0.638 0.132 -0.191
P 1.9197 0.6234 -1.2727 0.636 0.346 0.002 0.829
N 3.2326 0.0988 -0.2970 -0.598 0.327 0.177 -0.173
O 1.4177 -0.8187 -1.8464 0.013 -0.099 0.083 -0.306
C 1.0583 1.9077 1.1341 -0.082 0.188 -0.173 -0.435
O 2.1084 2.0084 1.6868 -0.101 0.297 -0.343 0.151
O -0.0841 2.5528 1.5915 0.141 -0.610 0.804 0.129
C -1.1025 1.6418 1.3168 -0.089 -0.058 -0.035 -0.389
O -2.0348 1.4775 2.0365 -0.053 0.347 -0.370 0.180
H -1.9298 -1.4846 1.1673 -0.042 -0.004 -0.043 0.080
H -0.3956 -2.2469 0.7089 -0.040 0.068 0.028 0.073
H -1.9220 -2.9751 0.2241 0.045 0.033 -0.009 0.079
H -1.9953 -1.6915 -1.5659 -0.016 0.104 -0.019 0.102
H -1.7843 0.6078 -1.7197 0.216 -0.003 0.034 0.133
H -2.6707 0.2687 -0.2360 0.079 0.144 -0.028 0.122
H 2.8998 -0.4728 0.4773 0.177 -0.123 -0.062 0.046
H 3.6497 0.9227 0.1314 0.260 -0.114 -0.099 0.025
H 2.1612 -1.1846 -2.3498 -0.232 -0.035 -0.026 0.053
```
Positions in Å, forces in eV/Å.

Results
Lowest unoccupied orbital energy   -0.840 eV
E_HOMO   -9.0 eV
Kohn-Sham gap   0.301 hartree
SMILES string   CNCC1=C(P(N)O)C(=O)OC1=O

Entry 3:
C26H53ClI2N3O5P | wB97M-V/def2-TZVPD

XYZ file:
```
91
Properties=species:S:1:pos:R:3:forces:R:3:lowdin_charge:R:1
C -0.3543 4.0153 -0.7044 -0.068 0.078 0.127 -0.146
C -1.5154 2.8662 -0.9793 0.504 0.221 -0.385 -0.248
C -0.8754 1.6666 -1.9476 0.109 1.590 -0.074 -0.231
C -0.0181 0.5420 -1.1564 2.116 2.578 0.434 -0.259
P -0.7665 -1.1982 -0.9706 -0.828 1.556 -1.024 0.602
C -1.6629 -2.8529 -1.2661 -1.010 -2.387 -0.295 -0.272
C -1.5197 -4.0246 -0.1763 0.024 1.184 6.506 -0.671
O -1.4111 -3.9677 1.1506 -0.738 -0.050 -8.637 -0.142
I -1.6086 -6.1188 -0.9575 0.052 0.628 0.344 0.642
C -2.1428 -0.7371 0.3319 -1.166 0.574 1.883 -0.359
C -1.5722 0.0654 1.6416 -0.179 0.047 1.563 -0.148
C -3.3927 0.1158 -0.3015 -1.560 0.328 0.380 -0.209
C -4.8629 -0.6748 -0.1794 -0.330 0.105 -1.603 -0.236
C -5.4609 -0.8520 -1.7316 1.016 -0.921 0.316 -0.157
O 0.4140 -1.7818 0.2216 1.173 -0.822 -2.191 -0.277
C 1.7138 -2.2824 -0.3384 -0.338 -0.005 2.256 -0.296
C 2.0168 -3.7598 0.3860 0.434 -0.062 -0.153 -0.085
C 3.4410 -4.4348 -0.0660 2.212 -2.187 2.090 -0.182
N 4.1384 -5.3164 0.7489 -2.123 3.534 -3.874 0.014
C 2.7631 -1.3256 0.4683 0.660 0.590 0.773 -0.165
N 3.0084 0.0417 -0.1216 1.343 0.334 1.110 -0.135
C 3.0580 1.1392 0.9215 0.913 1.412 -0.157 -0.168
C 1.6052 -2.2673 -1.9726 -1.217 -1.215 -1.834 -0.302
C 2.9778 -1.7866 -2.7999 0.727 0.681 -0.597 -0.057
C 2.7530 -0.4730 -3.7469 2.662 6.636 4.239 -0.552
O 3.1417 0.7238 -3.2248 -2.649 -7.849 -3.908 -0.120
Cl 2.0840 -0.4304 -5.4719 0.734 -0.489 2.182 0.589
C 1.3888 -3.7674 -2.6814 0.448 -0.741 1.149 -0.185
C 0.9192 -3.7239 -4.2410 1.306 0.303 -0.945 -0.671
C 2.0897 -4.2498 -5.3167 -0.725 0.346 0.365 -0.215
I -0.7928 -5.0909 -4.6898 0.633 0.747 0.360 0.694
O 0.3470 -1.5852 -2.3052 3.451 -1.859 0.235 -0.352
H 0.6999 3.6430 -1.0936 -2.241 0.812 0.732 0.081
H -0.6275 5.0536 -1.2072 0.659 -2.196 0.958 0.076
H -0.2444 4.2013 0.4470 -0.117 -0.255 -2.089 0.033
H -2.4529 3.3355 -1.5356 1.965 -0.857 1.230 0.109
H -1.8673 2.4811 0.0658 0.620 0.449 -2.100 0.053
H -1.7378 1.3088 -2.6409 1.645 0.123 1.291 0.086
H -0.1170 2.2560 -2.6589 -1.676 -1.269 1.385 0.111
H 0.9974 0.4164 -1.7739 -2.425 0.423 1.670 0.082
H 0.3405 1.0416 -0.1327 -0.837 -0.911 -1.988 0.069
H -1.6061 -0.7753 -2.1019 -0.122 -0.371 0.424 0.039
H -2.8230 -2.5902 -1.3712 2.383 -0.745 0.483 0.107
H -1.3323 -3.2525 -2.3132 -0.735 0.460 2.052 0.036
H -2.6619 -1.7137 0.7857 1.434 2.046 -1.059 0.100
H -0.4129 0.1747 1.7103 -2.041 -0.372 -0.401 0.050
H -1.8974 -0.5176 2.6324 0.699 1.160 -2.052 0.079
H -2.0183 1.1553 1.7839 0.790 -2.104 -0.521 0.047
H -3.2990 0.3952 -1.4305 0.205 -0.670 2.114 0.075
H -3.5800 1.1484 0.2688 0.688 -2.214 -1.136 0.094
H -4.7665 -1.7625 0.2377 -0.087 2.131 -0.499 0.097
H -5.6523 -0.0620 0.4353 1.635 -1.223 -0.978 0.093
H -5.3908 0.1453 -2.3408 -0.418 -1.853 1.261 0.072
H -4.7175 -1.6193 -2.2624 -1.639 1.661 0.968 0.074
H -6.5282 -1.3460 -1.7476 2.025 1.211 -0.011 0.070
H 2.0297 -3.5167 1.5519 0.035 -0.820 -2.570 0.142
H 1.1847 -4.5538 0.1740 1.469 1.601 0.416 0.097
H 3.9450 -4.1957 -1.1195 -1.445 -0.213 2.152 0.113
H 5.0161 -5.5997 0.2208 -1.346 0.444 0.651 0.030
H 2.2763 -1.1352 1.5426 0.833 -0.744 -2.465 0.135
H 3.8165 -1.7934 0.6860 -1.951 0.233 -0.525 0.127
H 3.9640 0.0860 -0.5885 -1.929 -0.338 0.722 0.099
H 3.2564 0.7576 2.0211 -0.557 0.614 -2.017 0.074
H 2.1235 1.8800 0.8804 1.730 -1.873 0.167 0.072
H 3.9942 1.8287 0.6520 -1.994 -1.341 0.648 0.091
H 3.4117 -2.6439 -3.4879 -1.236 1.674 1.379 0.111
H 3.8727 -1.5165 -2.0629 -2.112 -0.248 -1.655 0.124
H 0.6511 -4.3352 -1.9751 1.153 0.914 -1.690 0.047
H 2.4077 -4.3891 -2.6533 -2.202 1.252 -0.022 0.104
H 0.5750 -2.6852 -4.6500 0.462 -1.984 1.283 0.060
H 2.7607 -5.1137 -4.8395 -1.511 1.957 -1.167 0.095
H 2.7059 -3.3047 -5.6272 -0.828 -1.909 0.637 0.044
H 1.5076 -4.6237 -6.2678 1.486 0.632 1.883 0.037
C -1.0013 5.0906 6.0744 -0.121 -0.053 0.381 -0.033
C 0.3292 4.8256 5.3844 -0.592 0.814 0.100 -0.311
C 0.3520 5.2676 3.9132 0.423 -0.943 -0.588 -0.160
O -0.3813 4.3342 3.1100 0.454 0.928 0.626 -0.203
C -1.7298 4.7226 2.8508 -0.524 -0.406 -0.210 -0.070
N 0.5777 3.3508 5.4061 0.251 -0.703 -0.193 0.221
H -1.7966 4.4269 5.7205 0.130 0.127 -0.099 0.086
H -0.9079 4.9366 7.1546 -0.040 0.049 -0.096 0.091
H -1.3232 6.1248 5.9139 0.128 -0.224 -0.001 0.104
H 1.1408 5.3018 5.9441 -0.068 -0.078 -0.161 0.157
H 1.3883 5.2254 3.5561 -0.107 0.002 -0.047 0.137
H 0.0121 6.3004 3.7781 -0.101 -0.218 0.238 0.138
H -1.8719 5.8065 2.8846 0.147 -0.089 0.022 0.100
H -2.3868 4.2376 3.5766 -0.150 0.153 -0.046 0.083
H -2.0042 4.3624 1.8560 0.155 0.033 0.122 0.083
H 0.3636 2.9086 6.3101 0.092 0.258 -0.276 0.182
H 1.5457 3.1246 5.1519 -0.132 0.002 0.083 0.183
H -0.0131 2.9152 4.6771 0.000 0.173 -0.045 0.173
```
Positions in Å, forces in eV/Å.

Results
Lowest unoccupied orbital energy   -1.768 eV
E_HOMO   -6.7 eV
Kohn-Sham gap   0.180 hartree